Formula: C36H100N6O17
Source: the Open Molecules 2025 dataset
Level of theory: ωB97M-V/def2-TZVPD

Spin multiplicity: 2
Highest occupied orbital energy (alpha / beta), eV: 0.238 / -6.823
<S²>: 0.75
Energy, eV: -82691.363
Frontier orbital gap (alpha / beta), eV: 1.8406 / 8.8872
Max |F|, eV/Å: 3.150
Charge: -1
E_LUMO (alpha / beta), eV: 2.08 / 2.06

The geometry in XYZ format:
```
159
Properties=species:S:1:pos:R:3:forces:R:3
H 11.050228 -17.708233 2.411193 0.14 -0.19 -0.18
H -1.884488 -8.404427 0.240226 -0.07 -0.28 0.49
H 11.258521 -6.271815 3.107637 -0.13 0.32 -0.02
H 3.000655 -13.796720 -1.124921 0.01 -0.07 0.43
H 9.141332 -13.275348 6.749150 -0.22 -0.27 0.10
C 4.162461 -16.510542 7.482402 0.50 0.07 1.10
C 12.938517 -5.580728 1.182378 1.40 -1.81 0.33
C 8.000440 -7.402420 0.965494 1.48 1.15 0.63
H 11.254877 -16.026553 4.369695 -0.16 -0.47 0.10
H 12.764525 -17.126449 2.747047 0.02 -0.60 0.17
C 11.837101 -14.529430 9.715540 -2.51 -0.75 -0.54
C 6.181976 -15.127435 7.062642 0.24 -0.31 1.05
H 7.363089 -5.206242 -0.397697 -0.04 0.30 0.55
H 11.845670 -14.167900 12.256250 0.09 0.82 0.26
C 2.991934 -9.403113 3.682775 -0.24 0.29 -0.51
O 1.658256 -9.823726 3.861406 0.12 -2.49 1.45
H 9.795367 -12.860438 9.004275 -0.25 0.18 0.26
H 13.150331 -17.500715 0.044921 0.41 -0.16 0.16
C 2.854176 -12.716712 -1.109574 1.30 1.57 -0.10
C 1.440530 -12.214938 1.613207 1.21 -0.29 -0.43
H 1.229817 -12.251963 2.682000 0.30 -0.21 0.13
H 7.201509 -14.567884 3.599636 -0.34 -0.40 -0.88
C -1.316414 -11.713697 0.039314 -0.53 0.44 0.34
H 10.634596 -7.385230 0.957185 0.35 -0.41 -0.52
H 13.468628 -7.280853 3.270663 -0.20 -0.01 0.60
H 7.306824 -9.275530 7.623629 0.79 0.21 -0.32
C 7.880946 -13.774843 3.287292 0.88 -0.88 0.79
O 10.799363 -14.931851 10.715625 1.24 -0.01 -1.13
O 13.139805 -7.018534 1.302154 -0.43 0.50 -1.47
H -2.935398 -14.148709 5.497364 -0.27 0.30 0.33
H 9.349105 -14.494397 4.784176 -0.91 0.02 0.30
C 12.098702 -17.216565 0.082946 1.25 0.09 -0.82
H 5.949900 -10.629199 2.612579 -0.27 0.12 -0.57
H 6.405093 -9.382608 3.341070 -0.30 1.12 0.21
C 6.624622 -13.831278 1.338386 -1.10 -0.73 -0.68
H 4.301821 -17.244140 6.688356 0.34 -0.04 -0.40
H 12.129722 -14.035005 7.804394 -0.04 0.07 -0.85
C -2.001295 -13.641256 5.738291 1.60 1.15 -0.73
O 6.624952 -10.304753 3.208630 0.26 -1.25 0.33
H 4.155580 -18.090550 8.951047 0.22 -0.29 0.07
N 5.411714 -15.909802 8.019541 -1.76 -0.13 -0.24
C 9.902997 -12.547375 7.028473 0.13 1.16 0.01
H -1.471603 -14.054487 6.596638 -0.46 -0.02 0.15
H 8.271960 -10.385335 2.529530 -0.79 0.04 0.49
H 3.413169 -12.280437 -1.937394 -0.09 -0.21 -0.21
H 6.369568 -13.191809 6.213433 0.33 0.23 0.09
H 1.200245 -11.192636 1.321198 0.34 0.37 -0.13
H 11.569535 -18.169366 0.098891 -0.66 0.20 0.51
H 5.752107 -13.375973 1.806918 0.13 0.41 0.48
H 10.195639 -14.515652 12.667760 -0.27 -0.17 -0.33
H 3.569292 -15.695731 7.067268 -0.28 -0.18 0.25
H 6.484641 -14.906433 1.450395 -0.09 -0.28 -0.12
H 9.765802 -15.051220 2.049452 0.20 -0.44 -0.59
H 3.093312 -13.646171 1.257416 -0.23 -0.18 0.20
H 0.954519 -13.160895 -0.037971 -0.92 -0.33 0.01
H 3.663477 -9.947983 4.346276 -0.34 0.02 0.28
H 8.656438 -7.179294 3.015729 0.06 0.10 0.18
H 12.521560 -13.790194 10.131663 -0.41 0.43 -0.15
H 6.077883 -10.377570 7.619037 -0.14 -0.71 -0.25
C 8.376140 -5.583828 -0.536490 -0.33 0.28 -1.15
C 4.095853 -12.788682 5.043860 -0.50 0.01 0.50
C 1.356592 -17.968672 9.360861 0.26 0.74 -1.07
H -1.421812 -9.147882 2.802383 -0.21 0.08 0.00
H 12.926862 -8.706503 2.364678 0.02 0.00 -0.07
H -1.360775 -13.745878 0.740977 -0.19 0.02 -0.30
C -0.808115 -9.699010 3.514944 0.74 1.01 -0.33
O 11.901442 -16.285297 1.112407 -0.96 -0.66 -0.29
C 11.180296 -14.158404 8.325407 1.93 1.83 1.69
H 12.465026 -15.362121 9.398632 -0.10 -0.62 0.77
H -3.402998 -9.548907 4.426635 0.16 0.21 -0.24
H 7.009825 -10.198813 6.090781 -0.08 0.21 -0.02
H 0.707046 -8.126414 3.813175 -0.79 0.53 -0.09
H 6.111564 -10.520547 0.120142 0.71 0.08 -0.11
O 5.895044 -7.677050 3.732371 0.15 -1.31 -0.04
O 8.429409 -6.951857 -0.342504 0.04 -1.57 0.72
C 5.564407 -13.778169 6.656171 0.50 -0.42 -1.19
N 10.538430 -12.811209 8.321984 -0.19 -1.57 -0.22
C 9.088944 -6.959310 2.039691 -2.07 -0.88 -0.60
H -2.759503 -9.525862 -0.785951 -0.15 -0.70 0.33
C 0.611092 -9.093436 3.319470 0.38 0.81 -0.03
C -2.663762 -10.035247 5.063115 0.05 -0.47 0.94
H -3.924093 -11.761683 5.107749 -0.08 -0.33 -0.23
C 10.825418 -14.107208 11.877420 0.26 -0.62 -0.75
H 11.922073 -5.205442 1.301039 -0.04 -0.24 0.01
O 7.865048 -13.479373 1.858149 0.09 0.35 1.99
H -1.307103 -13.749811 4.904978 -0.07 -0.83 -0.40
O -1.182463 -10.342285 0.508561 -0.82 -0.53 -0.32
C 3.494441 -17.282220 8.638653 0.07 0.92 -0.31
H 11.937126 -16.741696 -0.884787 -0.38 0.18 0.14
O 7.834586 -10.926449 0.175129 -0.19 -0.14 -0.82
O 2.252221 -17.792778 8.240820 -1.00 -0.53 0.64
O 7.933286 -11.300356 7.590974 0.73 0.88 -0.77
H 9.139127 -5.006223 -0.014655 -0.12 0.08 0.43
H -2.485647 -11.871706 3.957437 -0.63 -0.18 -0.45
H 5.900291 -16.603412 8.567529 0.55 0.19 -0.35
H 3.333211 -9.629893 2.672723 0.03 0.17 -0.39
C 9.271755 -14.200790 3.737323 0.84 -0.82 0.12
C 7.065479 -10.240806 7.178542 -0.36 -0.06 0.62
H -2.364835 -11.971581 -0.110412 -0.47 0.41 0.00
H 13.625807 -5.194094 1.934879 -0.22 0.85 0.05
C 11.764497 -16.885247 2.386696 -0.41 2.61 1.25
H -1.119898 -9.035884 -1.133849 0.23 -0.35 -0.28
H 3.103325 -8.333128 3.858342 0.06 0.11 0.09
H 6.525330 -13.579448 0.282530 0.53 0.10 -0.05
O 5.305458 -10.154597 0.484159 -0.39 0.44 0.52
H 3.447208 -12.979825 4.188975 0.35 -0.65 -0.18
H 3.351486 -16.640260 9.507870 0.14 0.35 0.06
H 10.660684 -12.597236 6.246475 0.24 0.05 0.02
H 10.665749 -14.991505 7.846544 -0.48 -0.05 0.32
C 2.930138 -12.568678 1.279655 -0.18 1.09 0.40
C -0.815830 -12.840615 1.008630 0.28 0.59 -1.63
H 3.592743 -12.125473 2.023051 -0.08 -0.04 0.14
H 5.156720 -13.166960 7.461349 -0.14 -0.35 0.38
H 7.018738 -6.989755 1.198036 0.02 0.25 0.14
H 7.604911 -12.993791 3.995711 -0.19 0.99 -0.77
N -1.336293 -9.485327 4.867260 0.54 -0.27 -1.06
H 7.139177 -14.948959 7.552567 0.06 0.45 0.10
H 4.648371 -10.836760 0.345882 -0.40 -0.12 -0.31
H 0.869308 -8.926615 2.273721 -0.60 -0.02 -0.51
H 8.567452 -5.443345 -1.600338 0.17 0.08 -0.15
H 1.089579 -16.993924 9.769116 0.12 0.27 0.12
H -0.859720 -10.732361 3.171978 0.33 -0.21 0.07
H 9.241924 -5.882846 1.962717 0.01 0.22 0.17
C -1.790457 -9.330658 -0.326652 0.99 0.09 0.13
H -0.881807 -11.759797 -0.959231 0.47 -0.33 -0.07
C 12.775874 -7.636572 2.507995 -0.69 0.30 -0.58
O -2.016784 -12.214706 5.888822 -1.64 0.15 0.37
H 6.502949 -7.014580 4.060718 0.50 0.77 0.44
O 4.611026 -13.986644 5.615705 -0.39 -0.01 -0.40
H 1.788660 -18.546907 10.177598 0.01 -0.39 -0.17
H 9.892692 -13.305016 3.747960 0.60 0.10 -0.77
H -0.640446 -9.917709 5.457970 -0.30 -0.13 0.67
H 10.454619 -13.130897 11.565333 0.40 0.39 0.58
H 8.705155 -10.640579 -0.101660 0.20 0.15 0.02
C 11.328024 -7.325334 2.836757 -0.41 -0.63 1.20
H 0.426812 -18.371895 8.959573 0.23 -0.41 0.13
H 9.186403 -10.905152 5.891301 -0.74 0.01 -0.24
H 6.464692 -15.755307 6.217693 -0.28 0.30 -0.75
C 11.219282 -15.723054 3.323397 -0.74 -0.98 -0.39
H -2.942370 -9.804127 6.091248 -0.14 0.14 0.11
N 10.311640 -7.715520 1.855352 0.87 0.62 -0.66
H 11.918395 -14.886823 3.315746 -0.01 0.37 -0.59
H 7.885088 -8.486197 0.979711 0.20 0.06 -0.40
H 7.999499 -11.534519 0.895744 0.27 -0.35 0.48
O 9.228683 -10.355295 2.525017 0.88 -0.70 0.19
H 13.340483 -5.399512 0.185541 -0.24 0.41 0.10
H 5.166529 -7.174551 3.367687 -0.66 0.62 -0.34
H 9.440300 -9.506367 2.136733 0.57 0.59 -0.17
H 4.854648 -12.067826 4.739418 0.35 -0.05 0.08
O 3.434192 -12.031604 0.036220 -1.80 -1.69 -0.37
H 11.054004 -7.881226 3.733418 0.15 0.08 0.36
N 0.606912 -13.167375 0.910305 -0.59 0.03 0.95
C -2.871559 -11.546431 4.923554 1.81 -0.02 0.60
N 9.793878 -15.398947 2.997292 0.73 1.37 0.08
H -1.181063 -12.618256 2.011246 0.61 0.15 0.23
C 9.226393 -11.160310 6.950264 -0.06 -1.36 0.25
H 3.397386 -12.308770 5.729381 0.17 0.31 0.44
H 9.840940 -10.367693 7.377097 -0.03 -0.02 0.55
H 1.809384 -12.452522 -1.272989 0.04 0.06 0.03
```
Forces are in eV/Å.

Results of the Mulliken charge analysis, in e, for atoms 1 through 99: atom 1 (H): 0.374, atom 2 (H): 0.268, atom 3 (H): 0.399, atom 4 (H): 0.414, atom 5 (H): -0.218, atom 6 (C): -0.348, atom 7 (C): -0.615, atom 8 (C): 1.247, atom 9 (H): 0.402, atom 10 (H): 0.399, atom 11 (C): -0.765, atom 12 (C): -1.081, atom 13 (H): 0.393, atom 14 (H): 0.287, atom 15 (C): -0.516, atom 16 (O): -0.053, atom 17 (H): 0.308, atom 18 (H): 0.300, atom 19 (C): -1.030, atom 20 (C): 0.058, atom 21 (H): 0.323, atom 22 (H): 0.506, atom 23 (C): -0.642, atom 24 (H): 0.261, atom 25 (H): 0.374, atom 26 (H): 0.443, atom 27 (C): -0.175, atom 28 (O): -0.346, atom 29 (O): -0.367, atom 30 (H): 0.309, atom 31 (H): 0.229, atom 32 (C): -0.807, atom 33 (H): -0.165, atom 34 (H): 0.201, atom 35 (C): -0.925, atom 36 (H): 0.148, atom 37 (H): 0.373, atom 38 (C): -0.651, atom 39 (O): -0.989, atom 40 (H): 0.290, atom 41 (N): -0.258, atom 42 (C): -0.118, atom 43 (H): 0.266, atom 44 (H): 0.096, atom 45 (H): 0.261, atom 46 (H): -0.217, atom 47 (H): 0.104, atom 48 (H): 0.317, atom 49 (H): 0.240, atom 50 (H): 0.236, atom 51 (H): 0.257, atom 52 (H): 0.547, atom 53 (H): 0.320, atom 54 (H): 0.401, atom 55 (H): 0.060, atom 56 (H): -0.249, atom 57 (H): 0.656, atom 58 (H): 0.410, atom 59 (H): 0.260, atom 60 (C): -0.978, atom 61 (C): -0.639, atom 62 (C): -0.768, atom 63 (H): 0.199, atom 64 (H): 0.292, atom 65 (H): 0.539, atom 66 (C): 0.352, atom 67 (O): -0.261, atom 68 (C): -0.485, atom 69 (H): 0.362, atom 70 (H): 0.436, atom 71 (H): 0.231, atom 72 (H): 0.489, atom 73 (H): 0.391, atom 74 (O): 1.740, atom 75 (O): -0.397, atom 76 (C): 0.252, atom 77 (N): -0.402, atom 78 (C): -1.776, atom 79 (H): 0.356, atom 80 (C): -1.188, atom 81 (C): -0.931, atom 82 (H): 0.416, atom 83 (C): -0.649, atom 84 (H): 0.223, atom 85 (O): -0.357, atom 86 (H): 0.180, atom 87 (O): -0.064, atom 88 (C): -0.621, atom 89 (H): 0.261, atom 90 (O): -0.648, atom 91 (O): -0.343, atom 92 (O): -0.200, atom 93 (H): 0.216, atom 94 (H): -0.134, atom 95 (H): 0.283, atom 96 (H): 0.130, atom 97 (C): -0.752, atom 98 (C): -1.050, atom 99 (H): 0.462